Entry 1:
{
  "formula": "CF2NO2",
  "method": "ωB97M-V/def2-TZVPD",
  "species": ["F", "F", "O", "O", "N", "C"],
  "coordinates": [[-1.28, -0.17, -0.33], [-2.53, 0.64, 1.42], [1.62, -0.78, -1.66], [1.94, -0.25, 0.56], [-1.42, 1.02, 0.55], [1.67, -0.46, -0.54]],
  "charge": -1,
  "lumo_energy_ha": 0.128,
  "total_energy_ev": -12054.4564,
  "fmax_ha_per_bohr": 0.0307
}

=====

Entry 2:
{
  "formula": "C2H6NOPS",
  "method": "ωB97M-V/def2-TZVPD",
  "species": ["S", "P", "O", "N", "C", "C", "H", "H", "H", "H", "H", "H"],
  "coordinates": [[-0.49, 2.51, 0.92], [0.10, 0.56, 1.31], [-0.62, -0.20, -0.24], [-1.03, -1.52, -0.49], [-1.49, -1.90, -1.62], [1.84, 0.58, 0.70], [-1.78, -2.93, -1.68], [1.93, 1.15, -0.23], [-1.60, -1.26, -2.50], [2.47, 1.01, 1.47], [-1.47, 2.44, 1.82], [2.14, -0.45, 0.52]],
  "charge": 0,
  "lumo_energy_ha": 0.028,
  "total_energy_ev": -25830.8082,
  "smiles": "C=NOP(C)S",
  "fmax_ha_per_bohr": 0.0550
}

=====

Entry 3:
{
  "formula": "C22H53ClGdP2",
  "method": "ωB97M-V/def2-TZVPD",
  "species": ["Gd", "Cl", "P", "P", "C", "C", "C", "C", "C", "C", "C", "C", "C", "C", "C", "C", "C", "C", "C", "C", "C", "C", "C", "C", "C", "C", "H", "H", "H", "H", "H", "H", "H", "H", "H", "H", "H", "H", "H", "H", "H", "H", "H", "H", "H", "H", "H", "H", "H", "H", "H", "H", "H", "H", "H", "H", "H", "H", "H", "H", "H", "H", "H", "H", "H", "H", "H", "H", "H", "H", "H", "H", "H", "H", "H", "H", "H", "H", "H"],
  "coordinates": [[-0.21, -0.04, -0.35], [-2.10, -0.35, -2.24], [0.24, -2.52, -0.90], [-1.15, 2.35, -0.29], [-0.60, 3.05, -1.89], [0.31, -2.79, -2.69], [1.73, -3.12, -0.15], [2.96, -2.33, -0.59], [1.07, -0.21, 3.62], [-0.60, 3.27, 1.12], [1.02, -4.09, -2.99], [0.89, 2.94, -2.22], [-0.98, 2.59, 2.44], [-1.28, -3.36, -0.32], [-3.50, 3.68, 0.13], [1.83, 0.73, 2.66], [-1.20, -4.86, -0.56], [-3.70, 1.21, 0.38], [0.86, 3.68, 1.13], [-1.73, -3.07, 1.11], [1.72, 0.32, 1.21], [1.70, -3.29, 1.37], [-1.07, 4.49, -2.05], [-2.96, 2.35, -0.34], [0.90, -1.67, -3.57], [3.29, 0.86, 3.10], [1.02, 2.69, -3.30], [0.55, 0.32, -1.92], [-3.19, 2.23, -1.43], [0.75, -4.41, -4.03], [-2.94, 4.54, -0.23], [1.15, -2.08, -4.56], [1.57, -1.19, 3.67], [1.06, 4.49, 0.40], [1.40, 1.75, 2.79], [-3.55, 3.73, 1.23], [2.12, -3.97, -2.98], [3.81, 1.57, 2.46], [3.79, -0.11, 3.02], [-4.73, 1.53, 0.59], [-3.23, 0.94, 1.33], [-0.76, -2.88, -2.98], [1.40, 2.14, -1.65], [3.35, 1.20, 4.13], [2.78, -1.24, -0.59], [1.55, 2.84, 0.91], [-2.15, 4.55, -2.27], [3.30, -2.62, -1.60], [-0.54, 4.95, -2.91], [-0.28, -5.29, -0.16], [-0.84, 5.09, -1.17], [3.80, -2.53, 0.11], [0.97, -4.05, 1.68], [2.28, -0.67, 1.21], [-0.53, 3.13, 3.29], [-2.05, -5.35, -0.03], [-1.30, -5.12, -1.62], [1.82, -1.24, -3.13], [1.14, 4.07, 2.13], [-2.07, 2.56, 2.60], [-2.82, -2.85, 1.12], [0.75, -4.91, -2.33], [-1.70, -0.53, 0.49], [-2.06, -2.93, -1.00], [0.17, -0.85, -3.73], [2.36, 0.95, 0.57], [-4.55, 3.79, -0.24], [1.43, 3.89, -2.03], [1.09, 0.20, 4.64], [-3.76, 0.30, -0.25], [1.78, -4.12, -0.59], [0.03, -0.37, 3.33], [-1.21, 4.17, 1.02], [-1.14, 2.41, -2.63], [2.69, -3.62, 1.72], [-1.22, -2.19, 1.56], [1.46, -2.34, 1.90], [-0.61, 1.54, 2.49], [-1.56, -3.93, 1.78]],
  "charge": -1,
  "lumo_energy_ha": [0.103, 0.103],
  "s2": 16.02,
  "total_energy_ev": -75604.0413,
  "fmax_ha_per_bohr": 0.0775,
  "multiplicity": 8
}

=====

Entry 4:
{
  "formula": "C41H36N5P2PtS",
  "method": "ωB97M-V/def2-TZVPD",
  "species": ["Pt", "S", "P", "P", "N", "N", "N", "N", "N", "C", "C", "C", "C", "C", "C", "C", "C", "C", "C", "C", "C", "C", "C", "C", "C", "C", "C", "C", "C", "C", "C", "C", "C", "C", "C", "C", "C", "C", "C", "C", "C", "C", "C", "C", "C", "C", "C", "C", "C", "C", "H", "H", "H", "H", "H", "H", "H", "H", "H", "H", "H", "H", "H", "H", "H", "H", "H", "H", "H", "H", "H", "H", "H", "H", "H", "H", "H", "H", "H", "H", "H", "H", "H", "H", "H", "H"],
  "coordinates": [[-1.57, 0.30, -0.28], [-2.67, 5.50, 4.74], [-1.92, -1.34, -2.02], [1.63, 0.30, 0.52], [-0.06, 5.15, 4.53], [-2.29, -1.29, 0.80], [0.27, 0.26, -0.42], [-1.50, -2.62, -0.98], [-1.64, 2.09, 0.86], [1.49, 0.93, 2.20], [0.35, 0.64, 2.95], [-2.52, 3.07, 2.86], [2.73, 1.29, -0.48], [-3.29, -3.22, -3.48], [-5.12, -2.69, -4.94], [-2.76, -1.18, 2.07], [-4.17, -0.96, -3.58], [-0.38, 0.38, -3.52], [2.27, 2.15, -1.47], [4.10, 1.17, -0.23], [-1.31, 4.86, 4.13], [-0.59, 2.92, 0.96], [-1.41, 3.90, 2.98], [0.25, 1.07, 4.26], [-0.55, -0.95, -3.11], [-2.84, -2.24, 2.92], [2.99, -3.27, 1.91], [0.30, -1.94, -3.59], [2.63, -2.01, -0.54], [-4.22, -3.61, -4.43], [4.53, 2.83, -1.92], [0.64, 0.70, -4.39], [5.00, 1.95, -0.94], [-2.60, 2.20, 1.81], [-3.26, -1.88, -3.07], [3.18, -3.27, -0.49], [3.17, 2.92, -2.19], [-1.96, -3.63, 1.17], [-1.90, -2.51, 0.33], [1.33, -1.60, -4.45], [1.30, 1.78, 4.84], [2.28, -1.36, 0.64], [-5.10, -1.37, -4.52], [-0.44, 3.83, 1.99], [2.43, 2.07, 4.09], [1.50, -0.28, -4.86], [2.53, 1.65, 2.77], [2.44, -2.00, 1.87], [-2.41, -3.49, 2.46], [3.36, -3.90, 0.74], [0.75, 1.73, -4.73], [-3.10, -0.20, 2.36], [-5.84, -3.00, -5.69], [-4.25, -4.64, -4.76], [0.75, 4.68, 4.17], [-3.33, 3.12, 3.59], [-3.24, -2.11, 3.91], [3.79, -4.90, 0.77], [-2.59, -3.96, -3.10], [-4.16, 0.07, -3.24], [-3.49, 1.59, 1.67], [-0.46, 0.06, 2.52], [0.07, 5.84, 5.25], [2.00, -2.37, -4.83], [1.23, 2.09, 5.87], [1.21, 2.20, -1.71], [-2.46, -4.35, 3.11], [4.47, 0.46, 0.50], [-1.46, -3.58, -1.30], [-0.64, 0.84, 4.84], [3.48, -3.77, -1.41], [2.50, -1.51, -1.50], [3.26, 2.60, 4.55], [0.15, 2.86, 0.17], [2.82, 3.59, -2.96], [2.17, -1.50, 2.80], [5.23, 3.43, -2.48], [3.42, 1.89, 2.21], [-1.65, -4.59, 0.78], [2.29, -0.03, -5.55], [-5.82, -0.66, -4.91], [0.41, 4.49, 1.97], [3.14, -3.76, 2.86], [0.18, -2.98, -3.30], [6.06, 1.87, -0.75], [-1.08, 1.15, -3.20]],
  "charge": 3,
  "lumo_energy_ha": [-0.398, -0.398],
  "total_energy_ev": -83185.4521,
  "fmax_ha_per_bohr": 0.0401
}

=====

Entry 5:
{
  "formula": "C4H8",
  "method": "ωB97M-V/def2-TZVPD",
  "species": ["C", "C", "C", "C", "H", "H", "H", "H", "H", "H", "H", "H"],
  "coordinates": [[0.71, -1.66, -0.59], [0.11, 0.42, 0.40], [-0.66, 1.77, 0.65], [-0.16, -0.51, -0.49], [1.43, -1.86, 0.14], [0.14, -2.71, -0.59], [-1.52, 1.97, -0.07], [0.93, 0.40, 1.19], [1.12, -1.86, -1.61], [-1.13, -0.35, -0.96], [-0.96, 1.74, 1.71], [-0.02, 2.60, 0.37]],
  "charge": 0,
  "lumo_energy_ha": 0.047,
  "total_energy_ev": -4276.2291,
  "smiles": "C/C=C/C",
  "fmax_ha_per_bohr": 0.1218
}

=====

Entry 6:
{
  "formula": "C6H12",
  "method": "ωB97M-V/def2-TZVPD",
  "species": ["C", "C", "C", "C", "C", "C", "H", "H", "H", "H", "H", "H", "H", "H", "H", "H", "H", "H"],
  "coordinates": [[0.12, -0.01, 2.33], [1.41, -0.52, -1.06], [0.47, 0.66, -1.34], [-1.01, 0.33, -1.13], [-1.28, -0.21, 0.29], [-0.69, 0.70, 1.31], [-2.37, -0.15, 0.47], [2.46, -0.22, -1.19], [-1.00, -1.27, 0.36], [0.63, 1.02, -2.36], [0.72, 1.50, -0.67], [-0.39, 0.18, 3.29], [0.27, -1.09, 2.21], [1.08, 0.51, 2.44], [1.21, -1.36, -1.74], [1.31, -0.89, -0.04], [-1.35, -0.41, -1.87], [-1.60, 1.24, -1.29]],
  "charge": 0,
  "lumo_energy_ha": 0.010,
  "total_energy_ev": -6413.1114,
  "fmax_ha_per_bohr": 0.0078
}

=====

Entry 7:
{
  "formula": "C17H31N4O6PPt",
  "method": "ωB97M-V/def2-TZVPD",
  "species": ["Pt", "P", "O", "O", "O", "O", "O", "O", "N", "N", "N", "N", "C", "C", "C", "C", "C", "C", "C", "C", "C", "C", "C", "C", "C", "C", "C", "C", "C", "H", "H", "H", "H", "H", "H", "H", "H", "H", "H", "H", "H", "H", "H", "H", "H", "H", "H", "H", "H", "H", "H", "H", "H", "H", "H", "H", "H", "H", "H", "H"],
  "coordinates": [[0.00, 1.22, -0.20], [-1.51, -0.50, 0.54], [-2.37, 2.12, -1.84], [4.69, 0.29, -1.70], [-1.26, 3.12, 1.76], [2.22, -0.56, 0.85], [-0.95, 4.11, -0.75], [1.75, -0.92, -1.53], [0.75, -0.11, -1.63], [1.43, 0.50, 1.06], [-1.30, 1.41, -1.85], [-0.30, 2.32, 1.53], [-0.81, -3.02, -0.52], [0.48, -1.35, -3.71], [-0.15, -4.24, -0.48], [0.58, -3.81, 1.78], [0.54, 1.99, 2.57], [0.04, -0.24, -2.80], [-2.15, -0.19, 2.18], [1.44, 0.94, 2.33], [0.32, 2.66, 3.88], [-0.72, -2.16, 0.59], [0.58, -4.63, 0.65], [-2.01, 0.67, -4.06], [-0.06, -2.57, 1.77], [-3.00, -0.71, -0.44], [2.41, 0.33, 3.28], [-1.05, 0.60, -2.93], [1.00, 2.71, -0.92], [0.95, 2.58, -2.00], [1.50, -1.16, -4.08], [-2.80, -1.19, -1.42], [-2.95, 0.18, -3.82], [-0.19, -4.88, -1.36], [-0.06, -1.93, 2.64], [1.20, 3.86, -0.84], [2.14, -0.72, 3.47], [-2.57, 0.83, 2.20], [1.09, -5.58, 0.67], [4.74, 0.64, -0.84], [3.83, -0.18, -1.70], [-3.65, -1.37, 0.17], [2.12, -0.82, -0.13], [-3.47, 0.28, -0.58], [-1.38, -2.72, -1.39], [3.45, 0.39, 2.91], [-0.43, 3.45, 3.79], [-1.62, 3.45, -1.12], [1.72, 2.34, -0.09], [0.01, 1.96, 4.67], [1.10, -4.11, 2.69], [-2.24, 1.70, -4.28], [2.35, 0.86, 4.23], [-1.59, 0.21, -4.95], [0.46, -2.34, -3.26], [-0.16, -1.38, -4.59], [-1.09, 3.79, 0.16], [1.25, 3.11, 4.20], [-1.37, -0.31, 2.95], [-2.94, -0.94, 2.32]],
  "charge": 0,
  "lumo_energy_ha": [-0.018, -0.046],
  "s2": 2.01,
  "total_energy_ev": -48903.0902,
  "fmax_ha_per_bohr": 0.1198,
  "multiplicity": 3
}

=====

Entry 8:
{
  "formula": "C2H3ClO2S",
  "method": "ωB97M-V/def2-TZVPD",
  "species": ["Cl", "S", "O", "O", "C", "C", "H", "H", "H"],
  "coordinates": [[2.64, -0.60, 0.42], [-1.21, -1.10, -0.05], [1.19, 1.02, -0.96], [-2.09, -0.14, -0.99], [0.02, -0.01, 0.82], [1.19, 0.27, 0.00], [-0.53, 1.04, 0.80], [-1.57, -0.10, -1.83], [0.36, -0.38, 1.79]],
  "charge": 0,
  "lumo_energy_ha": 0.010,
  "total_energy_ev": -29574.2693,
  "smiles": "O=C(Cl)CSO",
  "fmax_ha_per_bohr": 0.0638
}

=====

Entry 9:
{
  "formula": "C3H4N2O2S",
  "method": "ωB97M-V/def2-TZVPD",
  "species": ["S", "O", "O", "N", "N", "C", "C", "C", "H", "H", "H", "H"],
  "coordinates": [[2.24, 0.87, -0.50], [-2.55, 0.79, -0.60], [1.09, -2.03, -0.08], [-0.47, 1.13, 0.39], [-0.93, -0.96, -0.25], [-1.48, 0.39, -0.20], [0.83, 0.31, 0.58], [0.38, -1.07, 0.07], [2.11, -0.10, -1.47], [-1.65, -1.57, -0.58], [-0.63, 1.80, 1.07], [1.06, 0.43, 1.55]],
  "charge": 0,
  "lumo_energy_ha": 0.018,
  "total_energy_ev": -21086.5249,
  "smiles": "O=C1NC(=O)[C@@H](S)N1",
  "fmax_ha_per_bohr": 0.1051
}

=====

Entry 10:
{
  "formula": "C5H10Si",
  "method": "ωB97M-V/def2-TZVPD",
  "species": ["Si", "C", "C", "C", "C", "C", "H", "H", "H", "H", "H", "H", "H", "H", "H", "H"],
  "coordinates": [[0.79, -0.29, -0.67], [2.22, -0.24, 0.61], [-1.67, 0.64, -0.18], [-0.41, -1.43, 0.18], [-1.53, -0.71, 0.41], [-0.35, 1.23, -0.69], [-0.37, 1.71, -1.65], [-2.31, 1.22, 0.62], [0.97, -0.91, -2.04], [-2.26, -1.06, 1.10], [3.31, -0.17, 0.20], [-2.40, 0.76, -1.00], [-0.04, -2.44, 0.68], [-0.05, 2.14, -0.04], [2.03, 0.67, 1.28], [2.09, -1.12, 1.19]],
  "charge": 0,
  "lumo_energy_ha": 0.042,
  "total_energy_ev": -13223.4319,
  "smiles": "C[Si@H]1C=CCC1",
  "fmax_ha_per_bohr": 0.0652
}

=====

Entry 11:
{
  "formula": "C20H36BN8O3P2S2Sc",
  "method": "ωB97M-V/def2-TZVPD",
  "species": ["Sc", "S", "S", "P", "P", "O", "O", "O", "N", "N", "N", "N", "N", "N", "N", "N", "C", "C", "C", "C", "C", "C", "C", "C", "C", "C", "C", "C", "C", "C", "C", "C", "C", "C", "C", "C", "B", "H", "H", "H", "H", "H", "H", "H", "H", "H", "H", "H", "H", "H", "H", "H", "H", "H", "H", "H", "H", "H", "H", "H", "H", "H", "H", "H", "H", "H", "H", "H", "H", "H", "H", "H", "H"],
  "coordinates": [[1.00, -0.98, -0.80], [-0.19, -2.02, -2.79], [0.00, -3.00, 0.37], [-1.32, 1.56, -0.72], [-0.25, 0.92, 1.82], [-0.26, 0.76, -1.37], [0.51, -0.10, 1.06], [-1.02, 1.93, 0.83], [3.63, 0.70, -0.27], [-1.39, 0.28, 2.78], [0.65, 1.97, 2.69], [-2.72, 0.74, -0.61], [3.99, -1.78, -0.23], [2.89, -2.14, -0.93], [-1.38, 3.07, -1.37], [2.59, 0.66, -1.12], [2.59, 1.81, -1.79], [3.21, -3.24, -1.61], [4.53, -3.60, -1.36], [3.65, 2.62, -1.37], [4.29, 1.85, -0.41], [-1.09, -3.41, -2.16], [-2.13, 4.15, -0.75], [1.15, 3.24, 2.17], [-1.78, -4.92, -0.42], [-1.15, 3.22, -2.81], [-1.39, -1.14, 3.16], [-1.92, -4.10, -3.05], [4.99, -2.64, -0.48], [-3.84, 1.29, 0.15], [-3.13, -0.11, -1.75], [-1.01, -3.82, -0.82], [1.55, 1.32, 3.65], [-2.60, -5.60, -1.30], [-2.11, 1.16, 3.69], [-2.67, -5.19, -2.63], [3.96, -0.51, 0.67], [-2.09, 3.39, -3.34], [2.16, 3.12, 1.77], [-2.25, -0.54, -2.23], [5.18, 2.05, 0.17], [-1.96, -3.77, -4.08], [1.18, 3.98, 2.97], [-1.70, -5.24, 0.61], [2.46, -3.71, -2.23], [-3.73, -0.93, -1.37], [-3.18, -6.45, -0.96], [1.25, 0.29, 3.83], [1.55, 1.85, 4.60], [5.95, -2.51, 0.00], [5.07, -4.44, -1.76], [-2.31, 3.95, 0.30], [1.84, 2.00, -2.54], [-2.42, -1.49, 3.22], [-4.45, 0.46, 0.51], [2.57, 1.29, 3.26], [-3.72, 0.46, -2.47], [-3.09, 4.31, -1.25], [-2.07, 2.19, 3.35], [0.51, 3.61, 1.38], [-4.47, 1.94, -0.46], [-0.88, -1.74, 2.41], [-0.50, 4.08, -2.98], [5.04, -0.33, 1.18], [-3.48, 1.84, 1.02], [-1.69, 1.12, 4.70], [-3.31, -5.71, -3.33], [-3.15, 0.85, 3.74], [3.92, 3.60, -1.73], [-0.92, -1.28, 4.14], [3.06, -0.64, 1.47], [-0.67, 2.34, -3.21], [-1.55, 5.08, -0.82]],
  "charge": 0,
  "lumo_energy_ha": 0.007,
  "total_energy_ev": -101023.3580,
  "fmax_ha_per_bohr": 0.0149
}

=====

Entry 12:
{
  "formula": "C17H18BN7O3PdS",
  "method": "ωB97M-V/def2-TZVPD",
  "species": ["Pd", "S", "O", "O", "O", "N", "N", "N", "N", "N", "N", "N", "C", "C", "C", "C", "C", "C", "C", "C", "C", "C", "C", "C", "C", "C", "C", "C", "C", "B", "H", "H", "H", "H", "H", "H", "H", "H", "H", "H", "H", "H", "H", "H", "H", "H", "H", "H"],
  "coordinates": [[-0.51, 1.55, 0.12], [1.47, -2.28, 2.37], [2.77, -2.34, 1.74], [0.75, -3.51, 2.56], [-0.49, 0.92, 2.16], [-0.62, 1.01, -2.82], [-2.16, -0.50, -1.55], [0.68, -1.33, -1.14], [0.53, -1.10, 1.67], [-1.92, 0.11, -0.34], [-0.35, 1.84, -1.73], [-0.01, -1.47, -2.30], [-0.14, 3.04, -3.60], [2.34, -1.76, 5.01], [-1.07, 3.37, 0.69], [-0.02, 3.06, -2.21], [1.65, 0.34, 6.03], [-3.90, -0.91, -0.25], [1.51, -3.09, -2.17], [-3.34, -1.13, -1.50], [1.62, -1.38, 3.88], [2.33, -0.88, 6.10], [-2.98, -0.13, 0.46], [-0.48, 1.74, -3.94], [0.93, -0.18, 3.80], [1.65, -2.25, -1.06], [0.26, -0.07, 2.48], [0.47, -2.57, -2.93], [0.95, 0.71, 4.88], [-1.11, -0.47, -2.69], [-0.02, 3.89, -4.25], [-1.09, 4.16, -0.07], [1.67, 1.01, 6.89], [0.26, 3.86, -1.54], [0.02, -2.91, -3.85], [2.38, -2.23, -0.27], [2.86, -1.15, 7.01], [-0.65, 1.26, -4.90], [-1.60, -0.86, -3.72], [2.09, -3.98, -2.37], [-3.02, 0.28, 1.46], [-2.07, 3.20, 1.14], [-4.85, -1.24, 0.11], [2.88, -2.70, 5.01], [-3.70, -1.67, -2.36], [0.39, -0.75, -0.34], [-0.34, 3.59, 1.49], [0.42, 1.66, 4.78]],
  "charge": 0,
  "lumo_energy_ha": [0.016, -0.017],
  "s2": 2.00,
  "total_energy_ev": -49484.0349,
  "fmax_ha_per_bohr": 0.1028,
  "multiplicity": 3
}